{
  "formula": "C51H47F3N4NaO4S2",
  "method": "the ωB97M-V functional and the def2-TZVPD basis",
  "lumo_energy_ev": 1.939,
  "total_charge": -1,
  "max_force_ha_per_bohr": 0.0134,
  "spin_multiplicity": 1,
  "relative_energy_kj_mol": 65.3,
  "gap_ev": 6.57,
  "energy_ev": -102040.32808,
  "homo_energy_ev": -4.632,
  "elements": ["Na", "O", "C", "C", "C", "C", "C", "C", "C", "C", "C", "O", "C", "C", "C", "C", "C", "C", "C", "C", "C", "C", "C", "C", "N", "C", "C", "C", "C", "C", "C", "C", "C", "C", "C", "C", "C", "H", "H", "H", "H", "H", "H", "H", "H", "H", "H", "H", "H", "H", "H", "H", "H", "H", "H", "H", "H", "H", "H", "H", "H", "H", "H", "H", "N", "C", "C", "C", "C", "C", "C", "H", "H", "H", "H", "H", "H", "H", "S", "C", "N", "C", "C", "C", "C", "C", "C", "H", "H", "H", "H", "H", "F", "C", "F", "F", "O", "N", "O", "S", "C", "C", "C", "C", "H", "H", "H", "H", "H", "H", "H", "H"],
  "xyz": [[-0.09350, -0.54068, 0.18778], [0.72162, -1.81264, -1.38096], [0.96623, -1.77410, -2.71100], [0.54893, -0.40262, -3.31085], [-0.92700, -0.14745, -3.41320], [-1.38305, 0.77781, -4.35596], [-2.72784, 1.06233, -4.43973], [-3.60119, 0.40716, -3.58610], [-3.07148, -0.50231, -2.68314], [-3.97633, -1.23721, -1.72669], [-3.93877, -0.69510, -0.28116], [-2.65469, -0.81451, 0.39712], [-4.16947, 0.81433, -0.34875], [-3.09136, 1.69229, -0.39123], [-3.30527, 3.05248, -0.55874], [-4.59461, 3.54551, -0.69125], [-5.67496, 2.67131, -0.65357], [-5.46271, 1.31106, -0.48235], [-4.94934, -1.38595, 0.63285], [-5.70564, -2.48134, 0.24024], [-6.58722, -3.08893, 1.13041], [-6.71891, -2.60605, 2.42055], [-5.96410, -1.50852, 2.82248], [-5.09048, -0.90706, 1.93549], [-1.77263, -0.77153, -2.59143], [0.20464, -2.88685, -3.46595], [0.03430, -2.89276, -4.84721], [-0.65936, -3.91832, -5.47739], [-1.18758, -4.96526, -4.73289], [-1.01088, -4.97376, -3.35410], [-0.32217, -3.94128, -2.73146], [2.48410, -1.97857, -2.97931], [3.02344, -3.23907, -3.22335], [4.39695, -3.43525, -3.30877], [5.26874, -2.36804, -3.15647], [4.74750, -1.10246, -2.92249], [3.37593, -0.91427, -2.83824], [1.00109, -0.21477, -4.29055], [0.94286, 0.36371, -2.64070], [-0.66523, 1.27162, -4.99818], [-3.09642, 1.78611, -5.15672], [-4.66631, 0.60222, -3.60299], [-3.73242, -2.29847, -1.74108], [-5.00868, -1.12363, -2.06487], [-2.07263, 1.33675, -0.31998], [-2.44510, 3.70977, -0.58788], [-4.76028, 4.60754, -0.82449], [-6.68541, 3.04879, -0.75364], [-6.30775, 0.63214, -0.44632], [-5.61159, -2.87652, -0.76094], [-7.16676, -3.94454, 0.80777], [-7.40391, -3.07831, 3.11310], [-6.06050, -1.12209, 3.82912], [-4.50900, -0.04671, 2.24361], [0.44664, -2.08717, -5.44529], [-0.78956, -3.89953, -6.55346], [-1.73130, -5.76471, -5.22226], [-1.41588, -5.78813, -2.76329], [-0.17730, -3.90258, -1.65974], [2.35999, -4.08883, -3.33679], [4.78470, -4.43168, -3.48848], [6.33994, -2.51912, -3.21097], [5.41317, -0.25753, -2.78889], [3.00040, 0.08072, -2.63499], [2.97538, -0.09936, 0.37723], [3.89290, -1.05569, 0.71761], [5.01467, -0.75481, 1.50017], [5.90702, -1.75430, 1.86726], [5.70532, -3.06865, 1.46936], [4.58454, -3.36793, 0.69469], [3.68202, -2.38848, 0.32920], [2.26607, -0.37257, -0.29077], [3.21868, 0.87555, 0.34278], [5.18509, 0.27032, 1.81287], [6.77139, -1.49548, 2.46867], [6.40745, -3.84387, 1.74884], [4.41165, -4.38589, 0.36433], [2.80271, -2.61462, -0.26617], [-2.49612, 2.74770, 2.92086], [-1.58612, 1.27747, 2.84040], [-0.33332, 1.35435, 3.11303], [0.01433, 2.66673, 3.39729], [1.30509, 3.11553, 3.67440], [1.50550, 4.45522, 3.93087], [0.43523, 5.35910, 3.91007], [-0.84595, 4.93395, 3.62241], [-1.04682, 3.58058, 3.36451], [-2.07780, 0.35684, 2.55345], [2.12670, 2.41214, 3.65431], [2.50360, 4.81978, 4.13588], [0.61789, 6.40807, 4.10446], [-1.66790, 5.63659, 3.58138], [-0.11874, 2.44288, -1.70982], [0.26922, 1.95814, -0.44939], [-0.35649, 2.91958, 0.39234], [1.60923, 2.40022, -0.38657], [-2.02698, -2.87480, -0.15306], [-2.05313, -2.10788, 0.71245], [0.84825, -1.49780, 1.92671], [0.73634, -1.60053, 3.41225], [1.52659, -3.17416, 3.86800], [3.02643, -2.91286, 3.93341], [3.16273, -1.58872, 4.67661], [2.16100, -0.63430, 4.03314], [1.21858, -3.89064, 3.10696], [1.11712, -3.47470, 4.83608], [3.43024, -2.81837, 2.92333], [3.55595, -3.72654, 4.43215], [4.17512, -1.18823, 4.60823], [2.92746, -1.72792, 5.73644], [2.53864, -0.20129, 3.10312], [1.79956, 0.15967, 4.68284]]
}